Formula: C29H79N4O13
Source: OMol25
Level of theory: the ωB97M-V functional and the def2-TZVPD basis

ORCA input file:
```
! wB97M-V def2-TZVPD RIJCOSX def2/J DEFGRID3
* xyz -1 1
C -3.7296 -33.8806 21.2765
O -3.6433 -34.1979 22.7004
H -3.3606 -34.9417 20.9692
H -3.0095 -33.1739 21.1241
H -4.7452 -33.5556 21.0352
C -5.9188 -36.7386 21.8982
O -5.9002 -35.5311 22.7151
H -5.1826 -37.4960 22.2386
H -5.8482 -36.5859 20.9090
H -6.7025 -37.2253 22.0737
H -5.2086 -35.0231 22.4495
C -2.4681 -37.5815 19.2127
O -2.5485 -38.3591 20.4066
H -1.4763 -37.6701 18.6804
H -2.9281 -36.5021 19.3263
H -3.1729 -38.0240 18.7151
H -2.3425 -37.7297 21.1744
C -6.2457 -31.7680 22.8255
O -4.8023 -31.6550 23.0948
H -6.8183 -30.7853 22.5187
H -6.8950 -32.1082 23.8051
H -6.6179 -32.5098 22.0118
H -4.4893 -32.5195 22.9210
C -1.5870 -36.6749 23.6467
O -1.8047 -36.2741 22.3027
H -2.4778 -36.2250 24.0639
H -0.6101 -36.3502 23.9470
H -1.7570 -37.7656 23.7485
H -2.3220 -35.4383 22.1290
C 4.4859 -35.6930 11.9623
O 4.2929 -34.8238 13.0532
C 3.6329 -35.4688 14.1922
C 3.2404 -34.2951 15.1467
N 2.4496 -34.8221 16.2380
C 2.2796 -33.8372 17.3375
C 1.3555 -34.5405 18.3620
O 0.9976 -33.5020 19.2466
C 0.1817 -33.9348 20.2869
H 5.4654 -35.6847 11.6229
H 3.9094 -35.3228 11.1132
H 4.1227 -36.5826 12.0173
H 4.1559 -36.2553 14.8283
H 2.7423 -35.9528 13.7025
H 2.6581 -33.5621 14.7416
H 4.3070 -33.9092 15.4796
H 2.8536 -35.6540 16.6397
H 1.8894 -33.3049 16.6796
H 3.1741 -33.4857 17.6075
H 2.1485 -35.2721 18.8104
H 0.5656 -35.0427 17.7880
H 0.0721 -33.2526 21.1473
H 0.4459 -34.9789 20.5657
H -0.9945 -34.1933 19.7786
C -6.7295 -33.5192 18.9250
O -7.5025 -34.3028 18.0237
C -7.1735 -35.6485 17.9084
C -8.2963 -36.3578 17.1261
N -7.9219 -37.7699 17.1880
C -9.0630 -38.5477 16.8431
C -8.7727 -40.0914 16.4981
O -9.9468 -40.6985 16.1117
C -9.5342 -42.1046 15.6394
H -6.8639 -32.4306 18.8957
H -5.7744 -33.4496 18.8424
H -7.0615 -33.7647 19.9457
H -7.0105 -35.9129 18.9556
H -6.1399 -35.5549 17.4116
H -8.3450 -36.0498 16.1200
H -9.1032 -36.1357 17.6188
H -7.8442 -37.8534 18.1920
H -9.4065 -38.0563 15.9913
H -9.8873 -38.4917 17.6072
H -8.2379 -40.5577 17.4665
H -8.0232 -40.0956 15.7215
H -8.7997 -42.4956 16.2933
H -8.9004 -42.0670 14.7122
H -10.3721 -43.0057 15.4995
C 1.4892 -31.4619 23.5876
O 0.7866 -32.4752 24.3086
C -0.6321 -32.3180 24.3016
C -1.3805 -33.1415 25.3071
N -2.8325 -33.0550 25.0538
C -3.4734 -33.8905 26.1276
C -4.9788 -33.8483 26.0669
O -5.5103 -34.7403 27.0083
C -5.7037 -36.0555 26.5113
H 0.7537 -31.2359 22.6514
H 2.4096 -31.8041 23.1271
H 1.7425 -30.6489 24.2278
H -1.2087 -32.3988 23.2510
H -0.7070 -31.2545 24.4790
H -1.1510 -32.7953 26.2759
H -0.9720 -34.1078 25.2988
H -3.1198 -33.5763 24.3230
H -3.2098 -33.7324 27.0926
H -2.9127 -34.9612 26.0524
H -5.4259 -34.0974 25.0148
H -5.3709 -32.7899 26.3515
H -6.3803 -36.2509 25.6049
H -5.8052 -36.7524 27.3333
H -4.8265 -36.2932 26.0437
C -6.7391 -34.8321 10.3818
O -6.7945 -35.8200 11.4355
C -5.6123 -35.8788 12.1804
C -5.4562 -34.8192 13.1801
N -4.4727 -35.0589 14.2289
C -4.4407 -33.9393 15.2151
C -3.2106 -34.0843 16.2000
O -3.1459 -32.7929 16.8168
C -2.1604 -32.5830 17.8146
H -6.2837 -35.0066 9.3827
H -6.3620 -33.8905 10.8605
H -7.7346 -34.5737 10.1993
H -4.8688 -35.9525 11.4787
H -5.7320 -36.8138 12.7213
H -6.5088 -34.4009 13.5043
H -5.0824 -33.9130 12.4441
H -4.6203 -35.9287 14.8733
H -5.3762 -33.8697 15.7133
H -4.3427 -32.9740 14.7731
H -2.2557 -34.1858 15.7684
H -3.2429 -34.9524 16.7447
H -1.3021 -32.8084 17.3106
H -2.4333 -33.3122 18.5396
H -2.3691 -31.6259 18.5320
*
```

Summary:
HOMO energy: -5.055 eV
calculated total energy: -63911.9425 eV
E_LUMO: 2.16 eV
energy above the lowest of the compared OMol25 structures with the same formula, charge and spin: 12.676 eV

Atom charges from the Mulliken analysis, given in e for atoms 1 to 8: -1.24, 0.96, -0.07, 0.56, 0.22, -0.93, -0.66, 0.23